1.
ORCA calculation (ωB97M-V/def2-TZVPD) on a structure of composition C44H43Cl5O3P2RuTe in a non-equilibrium geometry.

Computed properties:
Multiplicity: 5
HOMO level (alpha / beta), eV: -12.152 / -12.215
Expectation value of S²: 6.04
Energy above the lowest of the compared OMol25 structures with the same formula, charge and spin, eV: 0.0000
Frontier orbital gap (alpha / beta), hartree: 0.2406 / 0.1233
Net charge: +2

Cartesian coordinates (Å):
Ru (-1.4683, 0.5918, 1.6603)
C (-3.6156, 2.1126, 3.6606)
O (-2.8516, 2.4561, 2.5114)
C (-3.6843, 3.1822, 1.5699)
C (-2.8876, 4.2552, 0.8812)
O (-1.9977, 3.6588, -0.0707)
C (-1.9512, 4.3658, -1.3060)
H (-4.0045, 3.0029, 4.0945)
H (-2.9458, 1.6080, 4.3790)
H (-4.4514, 1.4218, 3.4207)
H (-4.5098, 3.6358, 2.1077)
H (-4.0741, 2.4705, 0.8121)
H (-2.3004, 4.8247, 1.6136)
H (-3.5963, 4.9249, 0.3601)
H (-2.9156, 4.3445, -1.8406)
H (-1.2093, 3.8874, -1.9647)
H (-1.6683, 5.4156, -1.1886)
Cl (0.1634, -1.7759, 8.1644)
C (-0.5966, -1.3946, 6.6674)
C (-0.1543, -0.2703, 5.9481)
Cl (1.0593, 0.7158, 6.5992)
C (-0.7295, 0.0130, 4.7126)
Cl (-0.4131, 1.4577, 3.7453)
C (-1.6998, -0.8868, 4.1518)
O (-2.2751, -0.6701, 3.0131)
C (-2.1371, -2.0352, 4.9148)
Cl (-3.2624, -3.0853, 4.1601)
C (-1.5835, -2.2736, 6.1477)
Cl (-2.1399, -3.5389, 7.1436)
C (-4.5701, -4.9075, -4.1328)
C (-4.1346, -3.7272, -3.2801)
C (-4.2948, -2.4271, -3.7279)
C (-3.9052, -1.3432, -2.9465)
C (-4.0484, 0.0385, -3.4974)
C (-3.4672, -1.5633, -1.6042)
Te (-3.1143, 0.0697, -0.2346)
C (-3.3692, -2.8668, -1.1138)
C (-2.9517, -3.1963, 0.3074)
C (-3.6180, -3.9253, -1.9960)
H (-5.0589, -4.5164, -5.0178)
H (-5.2860, -5.5316, -3.5939)
H (-3.7565, -5.5603, -4.4477)
H (-4.7034, -2.2367, -4.7214)
H (-4.1434, 0.0267, -4.5919)
H (-3.2412, 0.7176, -3.2369)
H (-4.9510, 0.5071, -3.0895)
H (-1.8764, -3.1625, 0.4312)
H (-3.3093, -4.2422, 0.4672)
H (-3.4149, -2.5443, 1.0322)
H (-3.4504, -4.9728, -1.6444)
C (1.2892, 0.8629, -1.1269)
P (0.4657, 0.5555, 0.5978)
C (1.6321, 1.6317, 1.4784)
C (2.8916, 1.1935, 1.9434)
C (3.7580, 2.0659, 2.5907)
C (3.4445, 3.4108, 2.6651)
C (2.2303, 3.8922, 2.1899)
C (1.3595, 2.9877, 1.6027)
C (0.9655, -1.1915, 0.8117)
C (1.3703, -1.7656, 2.0017)
C (1.6432, -3.1291, 2.0914)
C (1.4980, -3.9736, 1.0083)
C (1.0254, -3.4108, -0.1789)
C (0.8093, -2.0443, -0.2883)
P (3.2033, 0.4964, -1.1226)
C (3.8957, 1.8621, -2.0577)
C (3.9035, 3.1409, -1.4649)
C (4.7765, 4.1447, -1.8906)
C (5.6790, 3.9234, -2.9209)
C (5.6541, 2.6784, -3.5642)
C (4.7815, 1.6751, -3.1443)
C (3.4219, -0.8933, -2.2334)
C (2.7533, -0.9003, -3.4838)
C (2.8679, -2.0039, -4.3255)
C (3.7030, -3.0528, -3.9624)
C (4.4638, -3.0094, -2.7822)
C (4.3020, -1.9643, -1.9212)
H (1.1091, 1.9289, -1.3159)
H (0.7980, 0.2429, -1.9148)
H (3.2046, 0.1395, 1.8178)
H (4.6874, 1.6773, 3.0104)
H (4.1472, 4.1014, 3.0872)
H (2.0039, 4.9596, 2.2463)
H (0.4227, 3.3941, 1.1913)
H (1.5035, -1.1423, 2.8687)
H (1.9727, -3.5369, 3.0555)
H (1.7980, -5.0247, 1.0036)
H (0.7826, -4.0597, -1.0137)
H (0.4417, -1.6386, -1.2484)
H (3.2495, 3.3593, -0.6399)
H (4.7566, 5.1471, -1.4224)
H (6.3639, 4.6499, -3.2876)
H (6.3228, 2.5039, -4.4200)
H (4.8565, 0.7183, -3.6693)
H (2.2052, 0.0091, -3.8008)
H (2.3093, -2.0942, -5.2642)
H (3.7617, -3.8808, -4.6704)
H (5.1890, -3.8016, -2.5681)
H (4.8909, -1.8853, -0.9882)

***

2.
ORCA calculation (ωB97M-V/def2-TZVPD) on a structure of composition C44H43EuN8O11P3 in a non-equilibrium geometry.

Computed properties:
Multiplicity: 8
HOMO level (alpha / beta), eV: -5.326 / -8.235
Expectation value of S²: 15.76
Frontier orbital gap (alpha / beta), hartree: 0.1816 / 0.2884

Cartesian coordinates (Å):
Eu (-0.2483, -1.1498, -0.1655)
C (3.9374, 1.7030, -0.1530)
C (3.0380, 0.7317, -0.5889)
N (2.2431, 0.0814, 0.2555)
C (2.3762, 0.3875, 1.5543)
C (3.1525, 1.4877, 1.9440)
N (3.9323, 2.1265, 1.0965)
C (1.7993, -0.5266, 2.5527)
C (2.5501, -0.7487, 3.7020)
C (2.1092, -1.6679, 4.6481)
C (0.9266, -2.3436, 4.3725)
C (0.2551, -2.0971, 3.1793)
N (0.6585, -1.1757, 2.2868)
C (-0.9147, -2.9134, 2.8220)
C (-1.0941, -4.2088, 3.3241)
N (-2.1729, -4.9107, 3.0488)
C (-3.0870, -4.3540, 2.2735)
C (-2.8841, -3.1010, 1.7031)
N (-1.7929, -2.3906, 1.9592)
C (2.8939, -1.9272, 5.8577)
C (4.2877, -1.9139, 5.8080)
C (4.9899, -2.1220, 6.9839)
N (4.4078, -2.3411, 8.1490)
C (3.0886, -2.3757, 8.1971)
C (2.2839, -2.1770, 7.0858)
H (4.6471, 2.1724, -0.8170)
H (2.9805, 0.4549, -1.6326)
H (3.1350, 1.8715, 2.9547)
H (3.4912, -0.2406, 3.8343)
H (0.5612, -3.0846, 5.0650)
H (-0.3491, -4.7094, 3.9251)
H (-3.9802, -4.9347, 2.0909)
H (-3.6102, -2.6534, 1.0384)
H (4.8116, -1.7762, 4.8748)
H (6.0713, -2.1093, 6.9898)
H (2.6531, -2.5719, 9.1687)
H (1.2099, -2.1931, 7.1817)
C (-2.3325, 0.5080, 2.7681)
C (-1.9310, 1.9401, 2.4433)
C (-2.7817, 2.5275, 1.3227)
C (-0.4247, 2.0391, 2.1231)
C (0.1042, 3.4628, 2.4013)
O (0.6575, 3.8698, 1.1726)
C (0.5571, 2.8465, 0.2978)
N (-0.0247, 1.7835, 0.7270)
C (1.2304, 3.1602, -0.9749)
C (1.9678, 4.3560, -0.9550)
C (2.6733, 4.8086, -2.0500)
C (2.6697, 4.0574, -3.2112)
C (1.9499, 2.8796, -3.2451)
C (1.2246, 2.4000, -2.1568)
P (0.2649, 0.8207, -2.3736)
C (1.2243, 0.0587, -3.7639)
C (1.1319, 0.4510, -5.0999)
C (1.9113, -0.1603, -6.0674)
C (2.8117, -1.1574, -5.7282)
C (2.9160, -1.5504, -4.4049)
C (2.1196, -0.9560, -3.4398)
C (-1.0896, 1.5847, -3.3466)
C (-1.4844, 2.9027, -3.1444)
C (-2.4383, 3.4802, -3.9640)
C (-3.0327, 2.7443, -4.9733)
C (-2.6810, 1.4162, -5.1506)
C (-1.7096, 0.8435, -4.3497)
H (-3.3938, 0.4614, 2.9992)
H (-1.7746, 0.1391, 3.6284)
H (-2.1332, -0.1297, 1.9100)
H (-2.0866, 2.5333, 3.3532)
H (-2.5526, 2.0342, 0.3820)
H (-2.6063, 3.5955, 1.2154)
H (-3.8359, 2.3803, 1.5374)
H (0.1017, 1.3211, 2.7593)
H (0.8899, 3.4842, 3.1608)
H (-0.6780, 4.1694, 2.6865)
H (1.9871, 4.9424, -0.0515)
H (3.2224, 5.7359, -1.9988)
H (3.2144, 4.3827, -4.0853)
H (1.9532, 2.3136, -4.1601)
H (0.4467, 1.2269, -5.4118)
H (1.8142, 0.1504, -7.0980)
H (3.4180, -1.6228, -6.4920)
H (3.6109, -2.3252, -4.1148)
H (2.1633, -1.3126, -2.4241)
H (-1.0423, 3.4840, -2.3511)
H (-2.7091, 4.5156, -3.8323)
H (-3.7594, 3.2012, -5.6260)
H (-3.1448, 0.8304, -5.9321)
H (-1.4103, -0.1827, -4.4980)
C (-4.2637, -1.5003, -3.5111)
C (-3.6631, -1.7573, -2.1471)
O (-4.4997, -2.5667, -1.3350)
P (-3.4579, -0.2439, -1.1235)
O (-4.7625, -0.1348, -0.2231)
O (-3.5118, 1.0858, -1.9647)
O (-2.2046, -0.2256, -0.3384)
P (-1.9528, -2.4701, -2.1312)
O (-2.1979, -3.7004, -3.1412)
O (-0.9515, -1.4846, -2.6537)
O (-1.6599, -2.9525, -0.7448)
H (-5.2924, -1.1510, -3.4083)
H (-4.2626, -2.4182, -4.0960)
H (-3.6653, -0.7559, -4.0283)
H (-4.3726, -3.4857, -1.6054)
H (-5.1315, -0.9781, 0.0469)
H (-4.3410, 1.3223, -2.3811)
H (-1.4465, -4.2907, -3.1932)
O (1.3262, -2.3522, -0.8853)
N (1.5363, -2.7636, 0.2620)
O (2.5886, -2.5294, 0.8020)
O (0.6497, -3.3914, 0.8170)

***

3.
ORCA calculation (ωB97M-V/def2-TZVPD) on a structure of composition C44H43N5O2P2S2ScSe2.

Computed properties:
HOMO level, eV: -4.024
Energy above the lowest of the compared OMol25 structures with the same formula, charge and spin, eV: 0.0000
Frontier orbital gap, hartree: 0.2279
Net charge: -1

Cartesian coordinates (Å):
Sc (-0.0341, -2.2120, 1.8447)
C (-2.2378, 1.0574, 3.9865)
C (-1.0580, 0.3965, 3.3185)
O (-1.2783, -0.6780, 2.7526)
C (0.2566, 1.0137, 3.3673)
C (0.4672, 2.1852, 4.1237)
C (1.6980, 2.7854, 4.2039)
C (2.7766, 2.2114, 3.5064)
C (2.6105, 1.0833, 2.7517)
C (1.3472, 0.4407, 2.6505)
O (1.2308, -0.5887, 1.8893)
H (-3.1422, 0.5563, 3.6526)
H (-2.2961, 2.1230, 3.7681)
H (-2.1448, 0.9390, 5.0685)
H (-0.3612, 2.6115, 4.6748)
H (1.8403, 3.6738, 4.8047)
H (3.7566, 2.6716, 3.5635)
H (3.4291, 0.6383, 2.2007)
Se (-3.4317, 0.7951, -3.9381)
P (-2.2330, 1.6002, -2.3937)
C (-1.0541, 2.8371, -3.0424)
C (-0.7234, 3.9765, -2.3102)
C (0.0701, 4.9622, -2.8737)
C (0.5564, 4.8139, -4.1645)
C (0.2405, 3.6776, -4.8937)
C (-0.5751, 2.7007, -4.3426)
C (-3.1768, 2.5420, -1.1564)
C (-4.3602, 3.1537, -1.5455)
C (-5.0571, 3.9542, -0.6501)
C (-4.5708, 4.1459, 0.6338)
C (-3.3904, 3.5279, 1.0274)
C (-2.6952, 2.7245, 0.1387)
C (-1.4134, 0.3497, -1.3819)
C (-0.1562, -0.2543, -1.2222)
N (-0.3289, -1.2353, -0.3205)
N (-1.5984, -1.2283, 0.0519)
N (-2.2649, -0.2740, -0.5403)
P (1.4526, 0.1467, -1.9185)
Se (3.1386, -0.9943, -1.3500)
C (1.2335, 0.0184, -3.7152)
C (2.2701, 0.4232, -4.5606)
C (2.1345, 0.3132, -5.9316)
C (0.9777, -0.2375, -6.4765)
C (-0.0289, -0.6884, -5.6419)
C (0.0970, -0.5618, -4.2631)
C (1.6875, 1.8782, -1.4007)
C (2.4769, 2.7884, -2.0956)
C (2.7790, 4.0163, -1.5301)
C (2.3088, 4.3450, -0.2657)
C (1.5239, 3.4421, 0.4345)
C (1.2174, 2.2138, -0.1322)
H (-1.0888, 4.1097, -1.3010)
H (0.3157, 5.8428, -2.2943)
H (1.1798, 5.5844, -4.6018)
H (0.6131, 3.5526, -5.9028)
H (-0.8667, 1.8396, -4.9305)
H (-4.7374, 2.9828, -2.5465)
H (-5.9850, 4.4202, -0.9564)
H (-5.1152, 4.7674, 1.3338)
H (-3.0131, 3.6674, 2.0326)
H (-1.7881, 2.2270, 0.4589)
H (3.1994, 0.7851, -4.1393)
H (2.9385, 0.6403, -6.5791)
H (0.8722, -0.3223, -7.5509)
H (-0.9333, -1.1199, -6.0496)
H (-0.7096, -0.9039, -3.6314)
H (2.8472, 2.5585, -3.0852)
H (3.3810, 4.7241, -2.0868)
H (2.5598, 5.3020, 0.1753)
H (1.1692, 3.6684, 1.4330)
H (0.6351, 1.4964, 0.4306)
S (-1.4753, -3.7691, 3.3721)
C (-0.4741, -4.4213, 4.6567)
C (-0.9629, -5.4511, 5.4645)
C (-0.2025, -5.9876, 6.4912)
C (1.0750, -5.4946, 6.7293)
C (1.5708, -4.4710, 5.9376)
C (0.8172, -3.9193, 4.8986)
S (1.4682, -2.6040, 3.9373)
H (-1.9599, -5.8285, 5.2702)
H (-0.6053, -6.7876, 7.1015)
H (1.6824, -5.9044, 7.5279)
H (2.5645, -4.0770, 6.1158)
N (-1.2459, -3.9614, 0.4446)
C (-1.2970, -4.1925, -1.0025)
C (-0.1427, -5.0449, -1.4958)
C (1.2542, -4.4498, -1.3322)
C (1.8912, -4.5753, 0.0551)
N (1.7868, -3.3638, 0.8759)
H (-1.1089, -4.8290, 0.9543)
H (-2.1458, -3.6147, 0.7611)
H (-1.2763, -3.2265, -1.5083)
H (-2.2361, -4.6810, -1.2887)
H (-0.3177, -5.2278, -2.5603)
H (-0.1785, -6.0294, -1.0123)
H (1.2584, -3.3995, -1.6357)
H (1.9128, -4.9639, -2.0372)
H (2.9474, -4.8354, -0.0724)
H (1.4349, -5.3998, 0.6104)
H (2.2653, -2.5923, 0.4076)
H (2.2597, -3.5014, 1.7687)

***

4.
ORCA calculation (ωB97M-V/def2-TZVPD) on a structure of composition C44H44AsBrN5O3RbS.

Computed properties:
HOMO level, eV: -1.542
Energy above the lowest of the compared OMol25 structures with the same formula, charge and spin, eV: 0.9552
Frontier orbital gap, hartree: 0.1867
Net charge: -2

Cartesian coordinates (Å):
Rb (-0.3475, 0.3182, -0.8735)
C (2.4925, 0.5908, -3.9984)
C (1.4459, 1.5564, -3.5146)
N (1.5496, 2.1377, -2.3722)
O (2.6826, 1.6656, -1.6722)
C (0.2598, 1.8224, -4.3252)
C (-0.7566, 2.8440, -3.9025)
N (0.1112, 1.1177, -5.4195)
O (-0.9099, 1.4021, -6.1656)
H (2.6045, -0.2304, -3.2888)
H (3.4590, 1.0986, -4.0306)
H (2.2240, 0.2084, -4.9778)
H (2.5980, 2.1057, -0.8162)
H (-0.3715, 3.4806, -3.1084)
H (-1.6723, 2.3669, -3.5356)
H (-1.0554, 3.4430, -4.7646)
S (-2.5156, 2.6934, -0.2360)
C (-2.8540, 3.2767, 1.3649)
C (-3.9855, 4.0876, 1.6034)
C (-4.2691, 4.6027, 2.8541)
C (-3.4361, 4.3331, 3.9362)
C (-2.3200, 3.5333, 3.7329)
C (-2.0197, 3.0072, 2.4770)
As (-0.5585, 1.7553, 2.1574)
C (0.8332, 2.9812, 1.5325)
C (2.1721, 2.6005, 1.6434)
C (3.1777, 3.4232, 1.1493)
C (2.8549, 4.6164, 0.5125)
C (1.5241, 4.9847, 0.3768)
C (0.5167, 4.1744, 0.8877)
C (0.1252, 1.5040, 3.9824)
C (-0.0613, 0.2419, 4.5414)
C (0.3989, -0.0505, 5.8191)
C (1.0638, 0.9200, 6.5550)
C (1.2691, 2.1789, 6.0048)
C (0.8034, 2.4657, 4.7285)
H (-4.6358, 4.3017, 0.7639)
H (-5.1513, 5.2215, 2.9880)
H (-3.6518, 4.7361, 4.9191)
H (-1.6708, 3.3081, 4.5705)
H (2.4128, 1.6389, 2.0837)
H (4.2136, 3.1173, 1.2423)
H (3.6387, 5.2449, 0.1059)
H (1.2637, 5.8996, -0.1417)
H (-0.5213, 4.4553, 0.7596)
H (-0.5471, -0.5283, 3.9512)
H (0.2568, -1.0430, 6.2305)
H (1.4348, 0.6930, 7.5479)
H (1.7993, 2.9379, 6.5690)
H (0.9748, 3.4475, 4.3005)
Br (5.7054, -4.9814, -3.0890)
C (4.0154, -4.0871, -3.0673)
C (3.6630, -3.3187, -1.9742)
C (2.4314, -2.6845, -1.9647)
C (1.5610, -2.7951, -3.0510)
C (1.9334, -3.6013, -4.1284)
C (3.1595, -4.2444, -4.1431)
N (0.3293, -2.1406, -2.9486)
C (-0.3055, -1.8053, -3.9930)
C (-1.6488, -1.2219, -3.9232)
C (-2.3129, -0.8637, -5.0863)
C (-3.5593, -0.2711, -4.9799)
C (-4.0841, -0.0335, -3.7244)
C (-3.3363, -0.4109, -2.6127)
N (-2.1582, -1.0083, -2.7057)
H (4.3194, -3.2159, -1.1230)
H (2.1495, -2.0925, -1.1000)
H (1.2524, -3.7475, -4.9587)
H (3.4449, -4.8698, -4.9785)
H (0.1025, -1.9119, -5.0046)
H (-1.8312, -0.9834, -6.0437)
H (-4.0828, 0.0570, -5.8685)
H (-5.0329, 0.4692, -3.5915)
H (-3.6853, -0.1994, -1.6061)
C (-3.6109, -2.4725, 2.6988)
N (-2.8755, -3.2928, 1.7548)
C (-2.8137, -4.7141, 2.0095)
C (-2.1433, -2.6700, 0.7781)
C (-1.2810, -3.5449, -0.1002)
O (-2.1965, -1.4619, 0.6399)
H (-3.4995, -2.8784, 3.7063)
H (-4.6763, -2.4318, 2.4523)
H (-3.2143, -1.4605, 2.6699)
H (-3.7406, -5.0315, 2.4885)
H (-1.9790, -4.9814, 2.6679)
H (-2.7123, -5.2743, 1.0821)
H (-0.6441, -4.2058, 0.4891)
H (-0.6508, -2.8985, -0.7038)
H (-1.9013, -4.1528, -0.7641)
C (3.1825, -3.3093, 2.0287)
C (1.8061, -3.1680, 2.1614)
C (1.1882, -1.9669, 1.8108)
C (1.8593, -0.8393, 1.2941)
C (3.2523, -1.0472, 1.1882)
C (3.9083, -2.2269, 1.5431)
H (3.6766, -4.2384, 2.2942)
H (1.2125, -3.9984, 2.5433)
H (0.1065, -1.9124, 1.9615)
H (3.8789, -0.2440, 0.7909)
H (4.9890, -2.3039, 1.4325)